No. 1
Formula: C5H9N
Source: the OMol25 dataset
Level of theory: ωB97M-V/def2-TZVPD

The geometry in ORCA input format:
```
! RIJCOSX wB97M-V def2-TZVPD def2/J DEFGRID3
* xyz 0 1
C 0.18268 0.70726 -1.76216
C 1.19797 1.23091 -0.78325
C 0.40494 -0.00188 -0.44252
C -0.17678 -0.85424 1.70793
C -1.22894 -1.09550 0.74465
H 0.58758 0.15126 -2.59612
H -0.74312 1.15569 -1.96861
H 0.96679 2.25146 -0.32380
H 2.17346 0.96385 -1.14678
H 0.95118 -0.91614 -0.38956
H 0.77194 -1.37755 1.52599
H -0.30539 -0.41317 2.72256
H -2.29020 -0.83624 1.03139
H -0.98891 -1.78517 -0.09742
N -0.48609 0.12667 0.63635
*
```

* structure (SMILES): C1CC1N1CC1
* highest occupied orbital energy: -9.4 eV
* energy relative to the best compared isomer or geometry (same formula, charge and spin): 274.7 kJ/mol

No. 2
Formula: C5H9N
Source: the OMol25 dataset
Level of theory: ωB97M-V/def2-TZVPD

The geometry in ORCA input format:
```
! RIJCOSX wB97M-V def2-TZVPD def2/J DEFGRID3
* xyz 0 1
C 2.32301 -0.52161 0.11880
N 0.96920 -0.42786 0.58057
C 0.13405 0.37441 -0.07298
C 0.14472 1.05381 -1.31139
C -1.94556 -0.60386 1.02331
C -1.23798 0.40211 0.05648
H 3.08543 -0.00438 0.85133
H 2.63069 -1.59624 0.02090
H 2.38152 -0.05640 -0.84939
H -2.91478 -0.90602 0.60150
H 0.44278 2.06232 -1.58832
H -0.49764 0.68443 -2.08221
H -2.45393 -0.16676 1.93041
H -1.15737 -1.28066 1.35175
H -1.90415 0.98671 -0.63075
*
```

* highest occupied orbital energy: -6.9 eV
* energy relative to the best compared isomer or geometry (same formula, charge and spin): 646.6 kJ/mol

No. 3
Formula: C5H9N
Source: the OMol25 dataset
Level of theory: ωB97M-V/def2-TZVPD

The geometry in ORCA input format:
```
! RIJCOSX wB97M-V def2-TZVPD def2/J DEFGRID3
* xyz 1 2
C 0.12628 0.21676 -1.51089
N -2.23210 -0.74793 0.01112
C -1.15617 -0.26375 0.62499
C -0.02275 0.24419 -0.01958
C 1.11353 0.48950 0.82521
C 2.38766 0.30759 0.41171
H 0.58817 -0.72299 -1.79673
H -0.83990 0.44693 -1.96781
H 0.73182 1.05857 -1.85074
H -2.27823 -1.05355 -0.94715
H -2.81781 -1.36248 0.55951
H -1.10968 -0.57374 1.66379
H 0.96660 0.50248 1.90185
H 2.79911 -0.11557 -0.49514
H 3.14945 0.66966 1.10004
*
```

* highest occupied orbital energy (spin up / spin down): -13.5 / -15.1 eV
* energy relative to the best compared isomer or geometry (same formula, charge and spin): 44.8 kJ/mol

No. 4
Formula: C5H9N2
Source: the OMol25 dataset
Level of theory: ωB97M-V/def2-TZVPD

The geometry in ORCA input format:
```
! RIJCOSX wB97M-V def2-TZVPD def2/J DEFGRID3
* xyz 1 1
C -0.27273 0.46485 -2.58675
C 0.19906 1.06497 -1.63073
C 0.26192 -2.02100 0.85255
C -0.97510 2.28703 -0.12142
C 0.21298 1.71045 -0.35360
N 0.93117 -1.91198 2.04187
N -0.24682 -1.01209 0.12629
H -0.28461 0.06973 -3.57370
H 0.16597 -3.10959 0.46040
H -1.93046 2.08887 -0.74704
H -0.66428 -1.09467 -0.70792
H -1.04056 3.02535 0.68781
H 1.22734 1.93992 0.13110
H 1.67177 -2.52487 2.47460
H 0.79204 -0.95420 2.40501
H -0.04768 -0.02276 0.54151
*
```

* highest occupied orbital energy: -13.1 eV
* energy relative to the best compared isomer or geometry (same formula, charge and spin): 477.6 kJ/mol

> Among the records above, which one has the lowest energy relative to the best compared isomer or geometry (same formula, charge and spin)?

number 3